Computed, not measured: a cluster of 13 separate species, C13H52O13 in total, with ωB97M-V/def2-TZVPD.

Structure (XYZ):
```
78
Properties=species:S:1:pos:R:3:forces:R:3:mulliken_charge:R:1
C -28.99686 -20.88782 1.00882 -0.849 0.352 0.295 -0.41
O -28.97830 -22.26978 0.69660 0.211 -0.247 -0.001 -0.37
H -29.78110 -20.67553 1.74421 0.099 -0.026 0.075 0.29
H -28.05463 -20.49964 1.39918 0.178 -0.191 -0.223 0.33
H -29.30461 -20.34719 0.11440 0.278 -0.063 -0.123 -0.03
H -28.77355 -22.76813 1.49510 0.025 0.091 -0.003 0.20
C -33.27719 -23.81420 -2.28048 1.170 -0.589 0.413 -0.03
O -32.63146 -25.09525 -2.25315 -0.541 -0.079 -0.346 -0.60
H -34.17325 -23.85268 -2.89346 0.028 -0.157 -0.104 0.29
H -33.53850 -23.53691 -1.25505 -0.131 0.299 -0.103 0.19
H -32.54554 -23.12037 -2.69987 -0.442 0.459 -0.008 -0.26
H -31.74139 -24.95065 -1.90798 -0.119 0.066 0.173 0.38
C -25.90166 -22.13218 -0.84571 0.922 0.350 0.508 -0.02
O -24.86662 -21.18839 -0.56817 -0.173 0.146 -0.290 -0.54
H -25.37984 -23.05849 -1.08147 -0.226 -0.075 -0.233 0.34
H -26.49215 -22.30309 0.05479 -0.335 -0.018 -0.172 0.11
H -26.50955 -21.79175 -1.68380 -0.264 -0.257 0.028 -0.20
H -25.27439 -20.31429 -0.46464 0.180 -0.304 0.306 0.29
C -28.79474 -22.60235 -7.30012 -0.490 -0.632 0.018 -0.15
O -27.64418 -23.37743 -6.99574 0.221 0.238 0.020 -0.55
H -28.51459 -21.83677 -8.01963 0.101 0.120 0.152 0.28
H -29.56632 -23.22301 -7.77030 0.066 0.044 -0.083 0.33
H -29.26028 -22.18693 -6.40156 0.181 0.273 -0.041 -0.19
H -27.83234 -23.92078 -6.22668 -0.077 -0.033 -0.023 0.31
C -30.97607 -18.08404 -2.34113 1.032 0.415 0.359 -0.19
O -31.25253 -18.06690 -0.93641 -0.142 -0.309 -0.359 -0.56
H -31.12197 -17.08240 -2.74991 -0.381 -0.144 -0.290 0.45
H -29.91632 -18.31729 -2.49747 -0.036 -0.138 -0.100 0.16
H -31.54797 -18.85082 -2.85097 -0.347 0.065 0.162 -0.14
H -30.82468 -17.28421 -0.58146 -0.088 -0.026 0.180 0.29
C -32.79165 -21.15467 0.79557 0.000 -0.594 -0.932 -0.30
O -33.19811 -20.22549 -0.19269 -0.215 0.300 0.060 -0.48
H -32.23787 -20.73480 1.63597 -0.091 0.202 0.022 0.25
H -33.69917 -21.65105 1.13506 -0.002 0.165 0.269 0.31
H -32.19925 -21.94358 0.31386 0.233 0.010 0.271 -0.04
H -32.47193 -19.66149 -0.48698 0.086 -0.028 0.328 0.26
C -32.39851 -22.15930 -7.29050 0.222 1.007 -0.506 -0.13
O -32.65582 -21.89266 -8.67803 -0.328 -0.452 0.130 -0.56
H -33.25795 -22.01040 -6.62968 -0.161 -0.112 -0.254 0.22
H -32.05594 -23.18658 -7.22448 0.135 0.054 0.105 0.26
H -31.63503 -21.42797 -6.99883 0.174 -0.514 0.514 -0.07
H -32.82648 -20.95524 -8.78623 -0.073 0.039 0.072 0.30
C -29.22883 -18.80950 -6.09849 -0.131 0.028 0.035 -0.43
O -30.41161 -19.11640 -5.34549 -0.037 0.009 -0.420 -0.38
H -29.37408 -18.01059 -6.82831 -0.135 0.226 0.310 0.40
H -28.46307 -18.55016 -5.36871 0.367 0.026 -0.408 0.18
H -28.95342 -19.66754 -6.71036 0.104 -0.221 0.390 0.02
H -30.98637 -18.34727 -5.34513 -0.064 -0.062 0.026 0.24
C -26.74587 -18.30563 -1.08708 -0.422 0.140 0.297 -0.40
O -26.13509 -18.71723 0.14308 -0.125 -0.078 -0.594 -0.60
H -27.71065 -18.80310 -1.24959 -0.041 0.045 0.192 0.06
H -26.89883 -17.22709 -1.03084 -0.021 0.030 -0.446 0.42
H -26.13518 -18.57316 -1.94643 0.415 0.113 0.248 0.20
H -26.66188 -18.33197 0.84721 0.115 -0.106 0.160 0.32
C -29.87643 -25.57903 0.23877 -0.290 -0.204 -0.384 -0.75
O -30.43482 -24.49814 -0.50462 0.410 0.077 0.297 -0.39
H -28.78327 -25.57453 0.22928 -0.009 0.064 -0.059 0.30
H -30.22693 -25.60781 1.27476 -0.044 0.125 -0.024 0.29
H -30.22525 -26.48234 -0.26404 0.125 -0.052 0.180 0.27
H -29.97934 -23.68782 -0.23331 -0.158 0.101 -0.053 0.26
C -26.29908 -20.39014 -4.31268 0.255 -0.979 0.025 -0.21
O -25.28378 -19.47682 -4.68862 -0.268 0.123 0.108 -0.56
H -27.08913 -19.89806 -3.74945 0.036 0.333 -0.191 -0.27
H -26.71714 -20.92273 -5.17304 -0.216 0.262 -0.082 0.45
H -25.90583 -21.18032 -3.66354 0.091 0.134 0.101 0.33
H -24.56775 -19.99786 -5.06300 0.048 0.111 -0.001 0.31
C -34.18347 -20.67694 -3.86170 0.587 -0.993 0.979 -0.24
O -35.44150 -21.00693 -4.42755 0.057 0.811 -0.578 -0.60
H -33.43084 -21.41876 -4.15232 0.004 0.051 0.074 0.02
H -33.74556 -19.70929 -4.11111 -0.801 0.204 -0.547 0.21
H -34.26457 -20.68987 -2.76887 0.206 0.030 -0.016 0.28
H -35.83800 -21.68432 -3.87987 0.002 -0.072 0.089 0.33
C -29.99887 -21.53718 -2.66687 -0.566 0.008 -0.133 0.19
O -30.67420 -21.62154 -3.91988 0.495 0.003 0.079 -0.33
H -29.83412 -22.54158 -2.27848 0.072 -0.021 -0.121 0.26
H -29.04128 -21.01896 -2.76687 0.041 -0.029 0.134 -0.01
H -30.64621 -21.00983 -1.95466 0.228 0.059 0.154 -0.13
H -30.44308 -20.81841 -4.40850 -0.356 -0.002 -0.089 -0.01
```
Forces are in eV/Å.

## Properties
E = -40935.872 eV
HOMO-LUMO gap = 9.35 eV
Strongest force on any atom = 1.5 eV/Å
Net charge = 0
Energy above the lowest of the compared OMol25 structures with the same formula, charge and spin = 207.3 kJ/mol